Record 1
The following is a quantum chemistry calculation of C29H40ClLaN3O2 as an isolated structure at a distorted geometry, from the Open Molecules 2025 dataset.

Last column: Löwdin charge in e.
Atoms and positions in Å:
1 La -0.642514 -0.327711 -1.157941  1.37
2 Cl -0.571882 0.692534 1.285066  0.28
3 N 0.524832 2.086749 -1.352174  0.03
4 N 0.188503 -2.714023 -0.937823  -0.02
5 C -0.478503 2.778707 -1.926159  -0.37
6 C -0.480975 -3.457038 -1.846759  -0.35
7 C 1.492480 3.151226 -0.826738  -0.55
8 C 0.653640 4.426956 -0.854597  -0.05
9 C 2.677947 3.298031 -1.767582  -0.04
10 C 1.968730 2.802794 0.568037  -0.07
11 H 2.352703 3.595212 -2.769980  0.08
12 H 3.234321 2.356286 -1.833326  0.09
13 H 3.358259 4.074728 -1.387560  0.09
14 H 1.112244 2.688961 1.233916  0.04
15 H 2.604955 3.612156 0.954194  0.09
16 H 2.547125 1.876157 0.560574  0.08
17 C 1.042684 -3.688854 -0.118157  -0.55
18 C 0.813985 -5.031334 -0.815406  -0.05
19 C 0.552258 -3.730241 1.320222  -0.05
20 C 2.494916 -3.273200 -0.178757  -0.05
21 H 2.816407 -3.187298 -1.220400  0.08
22 H 3.123094 -4.023983 0.323534  0.09
23 H 2.646737 -2.316212 0.325948  0.07
24 H -0.476892 -4.114512 1.362926  0.09
25 H 0.579121 -2.730133 1.753348  0.05
26 H 1.196341 -4.389753 1.925431  0.09
27 O -0.263890 -4.752545 -1.798833  0.01
28 H 0.475935 -5.847741 -0.164963  0.13
29 H 1.685231 -5.394497 -1.374840  0.12
30 O -0.536975 4.068568 -1.662566  0.02
31 H 1.128991 5.287295 -1.349343  0.13
32 H 0.315858 4.748658 0.141213  0.13
33 C -1.607070 2.127202 -2.752622  -0.11
34 C -1.525409 -2.901301 -2.824074  -0.12
35 C -1.208165 -1.642268 -3.626954  -0.33
36 H -2.432219 -2.698007 -2.136872  0.14
37 H -1.847478 -3.715165 -3.418786  0.09
38 C -1.762198 -0.366416 -3.227864  -0.28
39 C -1.259569 0.919756 -3.628646  -0.34
40 H -1.057422 -0.767724 1.034393  -0.21
41 C -0.426869 0.911019 -4.753672  -0.29
42 C -0.051152 -0.333429 -5.315468  -0.04
43 C -0.023330 2.236603 -5.277278  -0.08
44 C -0.365320 -1.576342 -4.767009  -0.30
45 H 0.563423 -0.309499 -6.221824  0.10
46 C 0.071482 -2.875660 -5.304318  -0.08
47 H 0.567806 -2.803850 -6.271444  0.07
48 H -0.777379 -3.572398 -5.436896  0.08
49 H 0.776519 -3.412266 -4.630130  0.08
50 H -0.858374 2.952003 -5.239108  0.07
51 H 0.333294 2.212175 -6.299462  0.06
52 H 0.785386 2.701752 -4.672541  0.07
53 H -2.082170 2.910222 -3.294810  0.10
54 H -2.380831 1.844744 -1.959726  0.12
55 C -3.281547 0.087981 5.748818  -0.10
56 N -2.629156 1.151332 5.051164  -0.32
57 C -2.994087 2.507332 5.316494  -0.10
58 C -1.893170 0.853877 3.865922  -0.21
59 C -0.422819 0.491859 4.106458  -0.22
60 C 0.289414 0.573358 5.300282  -0.06
61 C 1.648828 0.233617 5.281390  -0.10
62 C 2.379814 -0.183651 4.081410  -0.08
63 C 1.620388 -0.229349 2.906126  -0.19
64 C 0.339413 0.104710 3.009958  -0.39
65 H -4.307526 0.399593 5.997818  0.07
66 H -2.745791 -0.140520 6.685246  0.07
67 H -3.292698 -0.816766 5.124882  0.09
68 H -2.145962 3.052923 5.764780  0.08
69 H -3.261442 3.021130 4.377372  0.08
70 H -3.841081 2.505052 6.013242  0.07
71 H -2.444579 0.023236 3.383076  0.11
72 H -2.031186 1.735754 3.212039  0.09
73 H -0.277877 0.894824 6.188044  0.10
74 H 2.208577 0.269555 6.200822  0.07
75 H 3.434356 -0.438608 4.095628  0.08
76 H 2.079498 -0.504325 1.903652  0.10

Cartesian forces, eV/Å:
La 0.7 -0.7 0.8
Cl 0.4 5.1 -0.2
N -1.4 2.8 -1.8
N -0.6 -3.0 -2.0
C 2.4 -3.0 1.1
C 1.8 2.9 2.1
C -0.6 -0.8 -0.1
C -0.9 0.1 -0.1
C 0.2 -0.2 -0.2
C 0.0 0.3 0.2
H 0.0 -0.1 0.1
H -0.1 0.2 -0.1
H -0.1 -0.2 0.0
H 0.1 -0.2 0.0
H 0.0 -0.2 -0.1
H -0.1 0.0 0.1
C -0.9 0.7 -0.3
C -0.7 0.1 -0.8
C -0.1 -0.2 0.2
C 0.3 0.0 -0.1
H 0.0 0.0 0.1
H -0.1 0.2 -0.1
H 0.0 0.0 -0.1
H 0.2 0.3 0.0
H -0.2 0.0 0.0
H -0.1 0.1 -0.2
O 0.4 -1.5 0.2
H -0.1 0.4 -0.1
H -0.2 0.2 -0.1
O 0.4 1.1 0.0
H -0.1 -0.4 0.0
H -0.1 -0.3 -0.3
C 0.1 -0.2 1.4
C -0.5 0.8 1.6
C 0.1 2.0 0.5
H 1.1 0.0 -0.9
H -0.2 -1.1 -0.9
C -1.0 0.8 1.3
C -0.7 -3.1 0.1
H -1.4 -3.5 -1.0
C -0.1 0.8 0.8
C 0.3 -0.9 -0.4
C 0.7 0.8 0.0
C -0.4 0.5 0.0
H -0.1 -0.1 0.2
C 0.7 -1.2 -0.7
H 0.1 0.1 -0.1
H 0.2 0.3 0.0
H -0.3 0.3 -0.1
H 0.1 -0.1 -0.1
H 0.1 -0.1 -0.4
H -0.2 -0.2 -0.2
H -0.4 0.8 -0.5
H 0.6 0.0 -1.0
C 0.2 0.2 0.3
N -0.1 0.0 0.3
C 0.3 -0.1 0.0
C -0.5 -0.1 0.3
C 0.8 0.1 -0.9
C -0.5 0.0 -0.4
C 1.5 -0.6 -1.2
C -2.1 0.8 1.6
C 2.6 -0.4 -0.1
C -2.3 -0.5 0.6
H 0.0 -0.4 0.0
H -0.3 -0.3 0.0
H -0.1 0.2 0.2
H -0.3 0.2 0.1
H -0.1 0.1 0.3
H 0.1 0.3 -0.1
H 0.7 0.1 -0.3
H 0.6 -0.5 0.0
H 0.7 -0.2 -0.1
H 0.1 0.1 0.3
H 0.0 0.0 0.3
H -0.5 0.2 1.1

The net charge is -1. The value obtained for the frontier orbital gap (spin up / spin down) is 3.60 / 2.99 eV. The value obtained for the LUMO energy (spin up / spin down) is 2.5 / 2.5 eV.


Record 2
The following is a quantum chemistry calculation of a 4-piece molecular cluster, C29H40FN4O overall, from the Open Molecules 2025 dataset.

Last column: Löwdin charge in e.
Atoms and positions in Å:
1 C 3.217507 4.590523 -0.318623  -0.05
2 O 2.252584 3.729592 -0.928255  -0.16
3 C 2.611847 2.391116 -0.941861  -0.14
4 N 1.357475 1.653914 -0.756920  0.04
5 N 0.216668 2.275962 -0.348420  0.20
6 C -0.731515 1.334154 -0.293770  -0.31
7 N -1.992826 1.551175 0.070504  0.16
8 C -2.975471 0.486626 0.123223  -0.36
9 C -3.457343 0.160013 1.524457  0.02
10 F -4.037089 0.911603 -0.664634  0.01
11 N -0.222394 0.152327 -0.645219  0.23
12 C 1.051675 0.375576 -0.940757  -0.24
13 C 1.970712 -0.677954 -1.418359  -0.08
14 C 3.305085 -0.818541 -0.653679  -0.16
15 C 3.477439 -2.198151 0.003220  -0.43
16 C 3.497244 -3.326610 -1.021596  -0.07
17 C 2.432235 -2.432238 1.100427  -0.06
18 H 4.194932 4.466920 -0.784050  0.10
19 H 3.278829 4.399300 0.753668  0.10
20 H 2.877374 5.605598 -0.487994  0.10
21 H 3.021328 2.096664 -1.909576  0.14
22 H 3.304628 2.141413 -0.133690  0.14
23 H 0.185973 3.266998 -0.173058  0.19
24 H -2.297913 2.473586 0.337217  0.17
25 H -2.535026 -0.376370 -0.369444  0.12
26 H -3.449026 -0.912490 1.696821  0.07
27 H -2.821280 0.648459 2.259107  0.06
28 H -4.472888 0.523245 1.666610  0.10
29 H 2.147651 -0.533206 -2.486054  0.11
30 H 1.395627 -1.598073 -1.330844  0.12
31 H 4.128325 -0.670336 -1.352855  0.11
32 H 3.398190 -0.067150 0.133259  0.10
33 H 4.457597 -2.159510 0.483546  0.13
34 H 4.205605 -3.108519 -1.821928  0.08
35 H 3.790641 -4.257830 -0.543432  0.08
36 H 2.518246 -3.478299 -1.478657  0.08
37 H 1.452305 -2.038040 0.822833  0.06
38 H 2.727744 -1.931227 2.022779  0.08
39 H 2.327337 -3.492345 1.319329  0.08
40 C -4.042214 3.503843 4.869594  -0.10
41 C -4.641515 3.392794 6.115958  -0.09
42 C -4.222700 2.410602 7.002471  -0.08
43 C -3.203713 1.538744 6.645643  -0.09
44 C -2.602408 1.649074 5.400199  -0.10
45 C -3.023564 2.631013 4.514526  -0.12
46 H -4.370080 4.269445 4.178325  0.10
47 H -5.435114 4.072236 6.396569  0.10
48 H -4.692070 2.323823 7.973220  0.11
49 H -2.878011 0.774273 7.338374  0.10
50 H -1.806332 0.969181 5.122953  0.10
51 H -2.553880 2.718211 3.541172  0.08
52 C 2.020688 2.065801 -6.939266  -0.08
53 C 1.631511 2.071831 -5.608018  -0.09
54 C 2.350664 1.333705 -4.679000  -0.11
55 C 3.455852 0.592799 -5.073435  -0.10
56 C 3.843903 0.589008 -6.405396  -0.08
57 C 3.125267 1.324780 -7.336759  -0.08
58 H 1.462644 2.638076 -7.667978  0.11
59 H 0.770644 2.649733 -5.297746  0.10
60 H 2.040006 1.327835 -3.640041  0.06
61 H 4.017073 0.017025 -4.346694  0.09
62 H 4.704740 0.013062 -6.717225  0.11
63 H 3.426078 1.319991 -8.375717  0.11
64 C -2.532408 -3.545225 0.387670  -0.11
65 C -3.818580 -4.002169 0.137201  -0.09
66 C -4.218470 -5.238691 0.623726  -0.09
67 C -3.333479 -6.014021 1.359706  -0.09
68 C -2.047849 -5.555115 1.610411  -0.09
69 C -1.646295 -4.319394 1.123819  -0.10
70 H -2.213749 -2.583006 0.002959  0.08
71 H -4.508612 -3.398018 -0.438054  0.10
72 H -5.219257 -5.599318 0.427035  0.10
73 H -3.646221 -6.977983 1.738235  0.11
74 H -1.359707 -6.161127 2.184838  0.10
75 H -0.642874 -3.960692 1.317401  0.09

Cartesian forces, eV/Å:
C 0.1 0.0 -0.1
O -0.1 0.1 0.0
C 0.0 0.3 0.0
N 0.4 0.0 -0.2
N -0.2 0.3 0.3
C -0.1 -0.1 0.0
N 0.0 0.0 0.1
C -0.3 -0.1 -0.3
C 0.0 0.2 0.0
F 0.1 -0.1 0.1
N -0.3 -0.4 0.0
C -0.2 -0.1 0.0
C 0.2 -0.3 0.0
C 0.0 -0.2 0.0
C -0.1 0.1 0.1
C 0.0 0.2 0.0
C 0.2 0.2 0.0
H 0.0 0.0 0.0
H 0.1 0.0 0.0
H -0.1 0.0 0.0
H 0.1 -0.1 0.0
H 0.0 0.0 0.0
H 0.2 0.1 -0.1
H 0.0 0.0 0.0
H 0.1 0.0 0.0
H 0.0 -0.1 0.0
H 0.0 -0.1 0.1
H 0.0 0.0 0.0
H 0.0 0.1 0.0
H 0.0 0.0 -0.1
H 0.1 0.1 0.0
H 0.0 0.1 0.0
H 0.1 -0.1 0.0
H 0.1 -0.1 0.0
H 0.0 -0.1 0.0
H -0.1 -0.1 0.0
H -0.1 -0.1 -0.1
H 0.0 0.0 0.0
H 0.0 -0.1 0.0
C 0.0 0.0 0.0
C 0.0 0.0 0.0
C 0.0 0.0 0.0
C 0.0 0.0 0.0
C 0.0 0.0 0.0
C 0.0 0.0 0.0
H 0.0 0.0 0.0
H 0.0 0.0 0.0
H 0.0 0.0 0.0
H 0.0 0.0 0.0
H 0.0 0.0 0.0
H 0.0 0.0 0.0
C 0.0 0.0 0.0
C 0.0 0.0 0.0
C 0.0 0.0 0.0
C 0.0 0.0 0.1
C 0.0 0.0 0.0
C 0.0 0.0 0.0
H 0.0 0.0 0.0
H 0.0 0.0 0.0
H -0.1 0.0 -0.1
H 0.0 0.0 0.0
H 0.0 0.0 0.0
H 0.0 0.0 0.0
C 0.0 0.1 0.0
C 0.0 0.0 0.0
C 0.0 0.0 0.0
C 0.0 0.0 0.0
C 0.0 0.0 0.0
C 0.0 0.0 0.0
H 0.0 0.0 0.0
H 0.0 0.0 0.0
H 0.0 0.0 0.0
H 0.0 0.0 0.0
H 0.0 0.0 0.0
H 0.0 0.0 0.0

The net charge is +1. The value obtained for the frontier orbital gap is 8.68 eV. The value obtained for the LUMO energy is -2.6 eV.


Record 3
The following is a quantum chemistry calculation of C29H40N11O4S2Sn as an isolated structure at a distorted geometry, from the Open Molecules 2025 dataset.

Last column: Löwdin charge in e.
Atoms and positions in Å:
1 Sn 0.483326 -0.560359 -0.126453  1.35
2 N 0.482991 -4.449820 1.770426  0.19
3 C -0.467194 -3.959515 2.555973  -0.44
4 N -1.023643 -4.764496 3.479919  0.17
5 C -1.986350 -4.202733 4.191364  -0.47
6 N -2.611993 -4.983136 5.116556  0.14
7 N -2.431196 -2.942482 4.075680  0.16
8 C -1.805355 -2.239791 3.132178  -0.29
9 N -0.843906 -2.672462 2.343741  0.17
10 C -2.281162 -0.829149 2.948205  -0.21
11 C -3.359830 -0.371332 3.696189  -0.02
12 C -3.779554 0.937703 3.526549  -0.06
13 C -3.112520 1.743513 2.622188  -0.05
14 C -2.047407 1.198519 1.919071  -0.15
15 N -1.634437 -0.052917 2.073922  0.10
16 H 0.881716 -5.328083 2.056726  0.11
17 H 1.101733 -3.786670 1.256032  0.10
18 H -2.146881 -5.835607 5.373073  0.09
19 H -3.161205 -4.507320 5.809365  0.09
20 H -3.845352 -1.045313 4.385959  0.10
21 H -4.619844 1.320695 4.092279  0.10
22 H -3.402504 2.772749 2.457784  0.11
23 H -1.495596 1.780901 1.189732  0.09
24 N 1.295242 -1.937944 -1.902231  -0.10
25 C 0.554838 -2.334282 -3.096520  -0.24
26 C -0.633693 -3.208145 -2.715449  -0.18
27 C -1.741760 -2.472316 -1.972148  -0.25
28 N -1.389242 -2.146002 -0.583321  -0.06
29 H 2.163170 -1.427761 -2.121267  -0.04
30 H 1.584151 -2.747936 -1.358923  0.06
31 H 1.200472 -2.874410 -3.797076  0.12
32 H 0.216540 -1.428685 -3.603270  0.09
33 H -0.277501 -4.046608 -2.103257  0.11
34 H -1.060887 -3.649726 -3.619402  0.11
35 H -2.663416 -3.063670 -2.019642  0.11
36 H -1.938359 -1.522139 -2.470374  0.08
37 H -1.425991 -2.948948 0.033456  0.06
38 H -2.029717 -1.439832 -0.230117  0.05
39 C 3.252893 4.804810 -2.405768  -0.08
40 C 3.407633 5.214074 -1.083717  -0.09
41 C 2.923729 4.429540 -0.052847  -0.04
42 C 2.276264 3.233997 -0.353828  -0.25
43 C 2.134400 2.813815 -1.667554  -0.06
44 C 2.615622 3.609881 -2.697257  -0.07
45 N 1.806164 2.333208 0.646886  0.07
46 N 1.687220 2.816232 1.778969  0.08
47 C 1.319622 1.839227 2.765459  -0.34
48 C 0.484798 2.260265 3.792207  -0.04
49 C 0.120053 1.327619 4.748513  -0.09
50 C 0.632617 0.042746 4.659439  -0.07
51 C 1.498134 -0.262472 3.615601  -0.12
52 N 1.833971 0.621671 2.677428  0.13
53 H 3.661624 5.404287 -3.209392  0.10
54 H 3.925984 6.138143 -0.859790  0.09
55 H 3.052975 4.715335 0.981924  0.10
56 H 1.657929 1.866995 -1.881698  0.07
57 H 2.535959 3.271248 -3.721949  0.08
58 H 0.134465 3.283385 3.813750  0.11
59 H -0.551057 1.601537 5.553606  0.10
60 H 0.378797 -0.715365 5.389210  0.10
61 H 1.953422 -1.242999 3.516946  0.09
62 O 3.601499 -2.547873 2.489663  -0.09
63 C 3.515067 -2.021803 1.375961  -0.60
64 O 2.559452 -2.164703 0.539956  -0.28
65 H 4.335800 -1.362221 1.031942  0.12
66 C -1.549148 2.921587 -1.525876  -0.03
67 C -1.698102 1.465428 -1.982816  -0.73
68 C -1.243275 1.350047 -3.439710  -0.04
69 C -3.177860 1.075428 -1.869972  -0.04
70 O -0.941311 0.611597 -1.176957  -0.46
71 H -2.137147 3.594565 -2.156561  0.08
72 H -0.507263 3.233310 -1.569666  0.07
73 H -1.899873 3.033834 -0.497442  0.06
74 H -1.778001 2.048102 -4.090072  0.09
75 H -1.415804 0.335531 -3.810327  0.07
76 H -0.173822 1.553902 -3.509894  0.07
77 H -3.814792 1.722901 -2.479533  0.08
78 H -3.499888 1.154339 -0.828381  0.07
79 H -3.329033 0.044767 -2.198904  0.06
80 C 1.560553 0.567707 -5.479978  -0.17
81 O 2.110266 0.286137 -4.201535  -0.32
82 C 3.449460 0.517290 -3.985602  -1.40
83 S 4.364079 1.267634 -5.172762  0.49
84 S 3.951233 0.026580 -2.455385  0.55
85 H 0.518811 0.252112 -5.421718  0.07
86 H 2.087725 0.020723 -6.262148  0.07
87 H 1.620473 1.631409 -5.715339  0.06

Cartesian forces, eV/Å:
Sn 0.1 0.1 -0.1
N 1.0 0.3 -0.8
C -0.6 0.5 0.5
N 0.3 0.0 -0.3
C -0.2 0.1 0.1
N 0.0 0.0 0.0
N 0.1 -0.1 0.0
C -0.2 0.1 0.0
N 0.2 -0.3 0.0
C 0.1 0.2 0.1
C 0.0 0.0 0.0
C 0.0 0.0 0.0
C 0.0 0.0 0.0
C 0.1 0.0 -0.1
N -0.2 -0.3 0.0
H 0.0 0.0 -0.1
H -0.3 -0.3 0.6
H 0.0 0.0 0.0
H 0.0 0.0 0.0
H 0.0 0.0 0.0
H 0.0 0.0 0.0
H 0.0 0.0 0.0
H 0.0 0.0 0.0
N 0.0 0.1 0.1
C -0.1 0.0 0.1
C 0.0 0.0 0.0
C 0.0 0.0 -0.1
N -0.1 0.1 -0.1
H 0.1 0.1 -0.2
H 0.2 0.1 0.0
H 0.0 0.0 0.0
H 0.0 0.0 0.0
H 0.0 0.0 0.0
H 0.0 0.0 0.0
H 0.0 0.0 0.1
H 0.0 0.0 0.0
H 0.0 0.0 0.0
H -0.1 -0.1 0.1
C 0.0 0.0 0.0
C 0.0 0.0 0.0
C 0.0 0.1 0.0
C 0.0 0.0 0.1
C 0.0 0.1 -0.1
C 0.0 0.0 0.0
N 0.0 0.0 0.0
N 0.0 -0.1 0.1
C 0.1 0.0 0.0
C 0.0 0.0 0.0
C 0.0 0.0 0.0
C 0.0 0.0 0.0
C 0.0 0.0 -0.1
N 0.0 0.1 0.0
H 0.0 0.0 0.0
H 0.0 0.0 0.0
H 0.0 0.0 0.0
H 0.0 0.0 0.0
H 0.0 0.0 0.0
H 0.0 0.0 0.0
H 0.0 0.0 0.0
H 0.0 0.0 0.0
H 0.0 0.0 0.0
O 0.0 0.0 0.1
C -0.4 -0.2 -0.2
O -0.2 -0.3 0.1
H 0.0 0.0 0.0
C 0.0 0.0 0.0
C 0.0 0.0 -0.1
C 0.0 0.0 0.0
C 0.0 0.0 0.0
O 0.0 -0.1 0.1
H 0.0 0.0 0.0
H 0.1 0.0 0.0
H 0.0 0.0 0.0
H 0.0 0.0 0.0
H 0.0 0.0 0.0
H 0.0 0.0 0.0
H 0.0 0.0 0.0
H 0.0 0.0 0.0
H 0.0 0.0 0.0
C 0.0 0.0 0.0
O 0.0 0.0 0.0
C 0.0 0.1 0.0
S 0.0 0.0 0.0
S 0.0 -0.1 0.0
H 0.0 0.0 0.0
H 0.0 0.0 0.0
H 0.0 0.0 0.0

The energy above the lowest of the compared OMol25 structures with the same formula, charge and spin comes out at 0.2641 eV. The net charge is -1. The value obtained for the frontier orbital gap is 5.99 eV. The value obtained for the LUMO energy is 1.9 eV.